a | Here is 2 unconnected molecules or ions with the total composition C5H11N2O from the Open Molecules 2025 dataset. Energies are from ωB97M-V/def2-TZVPD.

spin multiplicity = 3
LUMO energy (alpha / beta) = -3.21 / -8.38 eV
orbital gap (alpha / beta) = 0.2985 / 0.2643 Eh
net charge = +1

Last column: Mulliken spin population.
CARTESIAN COORDINATES (ANGSTROEM)
C -1.0110 0.0551 -1.5015  -0.0638
C -2.3301 -0.1484 0.1699  -0.0394
C -0.9814 -0.2813 0.7021  0.8146
C 1.9814 -0.9644 0.4729  0.0189
C 1.0949 -0.3086 -0.5571  -0.0067
N -2.2234 -0.0001 -1.2562  0.4067
N -0.2702 -0.0618 -0.3352  0.5000
O -0.2285 1.9856 0.4514  0.1414
H -0.6822 0.4080 -2.5200  0.0031
H -3.0363 -0.9380 0.4873  0.0511
H -2.8957 0.7726 0.4783  0.0818
H -1.0008 2.5740 0.1805  -0.0002
H -0.5893 -0.5670 1.6381  0.0181
H 1.8562 -2.0965 0.5959  0.0035
H 2.9467 -0.6261 0.3234  -0.0013
H 1.8756 -0.6813 1.5216  -0.0015
H 1.0399 -1.0573 -1.3519  0.0427
H 1.5992 0.5457 -1.0438  0.0370
H -0.1739 2.5527 1.3152  -0.0058

=====

b | Here is 2 unconnected molecules or ions with the total composition C5H11N2O from the Open Molecules 2025 dataset. Energies are from ωB97M-V/def2-TZVPD.

spin multiplicity = 3
LUMO energy (alpha / beta) = -3.67 / -6.90 eV
orbital gap (alpha / beta) = 0.2321 / 0.2359 Eh
net charge = +1

Last column: Mulliken spin population.
CARTESIAN COORDINATES (ANGSTROEM)
C -1.7977 1.9037 0.7839  0.4032
C -1.3035 0.6830 0.9432  -0.0518
C 1.4527 0.2477 -0.4770  0.8618
C -0.6848 -1.6748 0.2712  -0.0160
C -0.9468 -0.2394 -0.1241  0.5375
N 2.1466 -0.3222 0.4679  -0.0165
N 1.9154 0.9249 -1.4730  -0.0217
O -1.3349 0.0086 -1.3348  0.1214
H -2.2565 2.4677 1.6049  0.0060
H -2.1180 2.2571 -0.1024  0.0270
H -1.2533 0.2486 1.8956  -0.0043
H -0.8930 -2.4275 -0.5726  0.0053
H 0.3573 -1.8987 0.6867  0.0312
H -1.2963 -2.0588 1.2019  0.0232
H 1.8950 -1.0268 1.2236  0.0065
H 3.1928 -0.2721 0.6646  0.0539
H 1.3316 1.1321 -2.2787  0.0022
H 2.8902 0.8875 -1.6065  0.0320
H -1.2967 -0.8406 -1.7744  -0.0009

=====

c | Here is a molecular structure, C5H11N2O from the Open Molecules 2025 dataset. Energies are from ωB97M-V/def2-TZVPD.

spin multiplicity = 3
LUMO energy (alpha / beta) = -2.91 / -6.52 eV
orbital gap (alpha / beta) = 0.2216 / 0.2805 Eh
net charge = +1

Last column: Mulliken spin population.
CARTESIAN COORDINATES (ANGSTROEM)
C -1.3094 -1.3590 -0.5715  0.8185
C -1.4163 -0.0183 -0.7135  0.3075
C -0.0582 0.4594 -0.1403  0.2696
C -2.5033 0.8322 -1.2391  -0.0019
C 0.4244 1.8438 -0.0510  0.0140
N 0.5934 -0.5997 0.2380  0.3536
N 2.6597 -1.4102 1.5241  0.0019
O -0.1434 -1.7229 -0.0111  0.1567
H -1.9731 -2.1630 -0.8219  0.0146
H -3.3740 0.7752 -0.5856  0.0572
H -2.8054 0.4888 -2.2265  0.0381
H -2.1896 1.8702 -1.3047  -0.0066
H 1.4708 1.8761 0.2376  0.0011
H -0.1680 2.3957 0.6778  0.0075
H 0.3006 2.3359 -1.0147  0.0034
H 1.7255 -0.9557 0.9153  -0.0372
H 3.0317 -2.2023 1.0025  0.0003
H 2.3426 -1.7327 2.4372  0.0011
H 3.3920 -0.7135 1.6476  0.0005

=====

What should be chosen as the most stable of them? Choose c.

=====

a | Here is a molecular structure, C5H5FOS from the Open Molecules 2025 dataset. Energies are from ωB97M-V/def2-TZVPD.

LUMO energy = 0.35 eV
orbital gap = 0.3494 Eh
net charge = 0

Last column: Mulliken charge in e.
CARTESIAN COORDINATES (ANGSTROEM)
C -0.0451 0.2771 -1.3014  -0.0249
C 1.1487 0.3800 -0.3394  -0.3574
C 0.6729 1.3212 0.7939  -0.4253
C -0.6521 0.6999 0.9598  0.2864
C -0.9394 -0.3120 -0.1008  -0.3114
H -0.3188 1.2843 -1.8201  0.2680
H 2.2036 0.4050 -0.7161  0.4360
H 0.6604 2.3331 0.5102  0.3200
H 1.2584 1.1073 1.6481  0.2928
H -1.8522 -0.8175 -0.1506  0.6093
O -1.4700 0.9763 1.8571  -0.6068
F 0.0479 -0.5590 -2.3422  -0.2982
S 0.5166 -1.3306 0.4174  -0.1886

=====

b | Here is a molecular structure, C5H5FOS from the Open Molecules 2025 dataset. Energies are from ωB97M-V/def2-TZVPD.

LUMO energy = -0.13 eV
orbital gap = 0.3250 Eh
net charge = 0

Last column: Mulliken charge in e.
CARTESIAN COORDINATES (ANGSTROEM)
C 0.4366 -1.3404 -0.2779  0.3753
C 0.7521 0.0736 0.1531  0.2092
C 0.3366 -0.6731 -1.6265  -0.0032
C -0.2105 0.6239 1.1844  -0.4031
C -1.1162 1.6193 0.8893  -0.6121
H -0.6031 -1.7672 -0.0003  0.3007
H 1.8088 0.2782 0.5263  0.3192
H -0.3061 -0.1417 2.2149  0.2383
H -1.8720 1.7983 1.7149  0.2346
H -1.1420 2.2235 -0.0833  0.2677
O 0.5607 0.5806 -1.2719  -0.3322
F 1.5130 -2.2596 -0.2468  -0.2890
S -0.1578 -1.0154 -3.1763  -0.3053

=====

c | Here is a single C5H5FOS molecule from the Open Molecules 2025 dataset. Energies are from ωB97M-V/def2-TZVPD.

LUMO energy = 0.28 eV
orbital gap = 0.3408 Eh
SMILES = C=C/C(=C/F)OC=S
net charge = 0

Last column: Mulliken charge in e.
CARTESIAN COORDINATES (ANGSTROEM)
C -0.7522 2.1328 -0.7202  -0.6902
C -0.0125 1.0455 -0.8520  -0.3784
C -0.0631 -0.1085 0.0523  0.5293
C -0.2101 0.0063 1.3737  -0.1255
F -0.3801 -1.0201 2.2311  -0.2324
O -0.0310 -1.3253 -0.6341  -0.3185
C 0.7837 -2.2556 -0.1492  -0.0077
S 0.8223 -3.7904 -0.6491  -0.2782
H -1.4976 2.2543 0.0767  0.2900
H -0.6541 2.9856 -1.4079  0.2515
H 0.6293 0.9164 -1.7293  0.2760
H -0.0994 0.9918 1.8045  0.3858
H 1.4648 -1.8329 0.6035  0.2982

=====

What should be chosen as the most stable of them? Choose a.

=====

a | Here is a molecular structure, C5H5FOS from the Open Molecules 2025 dataset. Energies are from ωB97M-V/def2-TZVPD.

LUMO energy = -0.15 eV
orbital gap = 0.3412 Eh
net charge = 0

Last column: Mulliken charge in e.
CARTESIAN COORDINATES (ANGSTROEM)
C 0.8199 -0.2821 0.3949  -0.1350
C -0.2419 -1.1755 -0.0522  0.2899
C -1.4473 -0.3605 -0.3976  -0.3466
C -1.0818 1.0432 -0.1851  -0.7770
C 0.2129 1.0673 0.1694  0.2373
H 2.6504 0.6888 -1.2340  0.1543
H 0.7171 -0.4994 1.5746  0.2468
H 0.2986 -2.1577 -0.3541  0.3372
H -2.0967 -0.8251 -1.1035  0.4405
H -1.7620 1.8300 -0.2797  0.5034
O -1.2344 -1.2081 0.9048  -0.4508
F 0.5490 2.3313 0.4818  -0.2826
S 2.6164 -0.4523 0.0807  -0.2175

=====

b | Here is a single C5H5FOS molecule from the Open Molecules 2025 dataset. Energies are from ωB97M-V/def2-TZVPD.

LUMO energy = 0.48 eV
orbital gap = 0.3615 Eh
SMILES = FC1=C[C@@H]2O[C@@H]2[C@H]1S
net charge = 0

Last column: Mulliken charge in e.
CARTESIAN COORDINATES (ANGSTROEM)
F -1.6250 1.9027 -0.4207  -0.2834
C -0.4831 1.1439 -0.3599  0.5882
C 0.6760 1.4059 0.2339  -0.7912
C 1.3225 -0.0041 0.2475  0.2933
O 1.5047 -0.7421 -0.8581  -0.4192
C 0.4180 -1.1266 -0.0337  -0.6036
C -0.7576 -0.3947 -0.5871  -0.3348
S -2.3674 -0.8211 -0.0203  -0.1827
H 1.1279 2.3841 0.6048  0.3484
H 2.0076 -0.1888 1.0914  0.4044
H 0.6435 -2.0164 0.4442  0.6047
H -0.9092 -0.6426 -1.6616  0.2430
H -1.5579 -0.9001 1.3195  0.1330

=====

What should be chosen as the most stable of them? Choose b.